Entry 1:
A cluster of 9 separate species, C54H90N16O4 in total, computed with the ωB97M-V functional and the def2-TZVPD basis.

The geometry in XYZ format:
```
164
Properties=species:S:1:pos:R:3:forces:R:3
C -1.1325 -0.4630 -0.4459 -0.2 0.7 -0.1
C -1.3434 0.6426 0.4011 1.3 0.6 -1.3
C -0.3334 1.8502 0.2958 1.6 -4.0 -2.3
O -0.5021 2.7551 1.0571 -0.4 3.2 1.8
C 0.7606 1.6900 -0.6303 0.6 1.7 1.2
C 1.0326 0.5858 -1.4538 -1.8 1.7 0.3
C -0.0429 -0.5382 -1.3954 -0.2 -1.0 1.1
O 0.1057 -1.5442 -2.0971 0.2 0.1 -0.6
O 1.9144 0.6278 -2.3191 1.0 -1.2 -0.4
O -2.2500 0.8795 1.2002 -1.5 -0.8 0.8
H -1.8777 -1.2676 -0.4168 0.6 0.1 -0.1
H 1.5186 2.5386 -0.5844 -0.8 -1.1 -0.3
C -1.1654 -8.5690 1.4816 -1.3 1.0 -0.6
C 0.0388 -9.3260 1.0431 2.0 -0.9 1.8
N -0.2772 -10.4858 0.2485 -0.2 -1.4 -0.5
C -0.7647 -10.4786 -1.0394 -0.3 -0.1 1.3
C -1.0993 -11.7495 -1.3070 -0.8 -0.9 -3.2
N -0.7196 -12.5675 -0.2687 -0.4 0.9 -0.5
C -0.2423 -11.7683 0.6476 0.8 0.6 1.7
C -0.8048 -14.0194 -0.2635 -1.2 -0.2 -1.1
H -1.6258 -8.1527 0.5693 0.0 0.1 0.4
H -1.0025 -7.7475 2.1862 0.6 -0.1 -0.3
H -1.9535 -9.1443 1.9530 0.1 -0.6 0.0
H 0.6145 -9.7715 1.9023 -0.5 0.8 -0.6
H 0.7586 -8.7238 0.4832 -0.2 0.1 0.0
H -0.8841 -9.5485 -1.5341 -0.2 0.3 -0.6
H -1.5304 -12.1029 -2.2840 0.6 0.1 1.5
H 0.1681 -12.1191 1.5873 -0.1 0.2 -0.1
H -0.2704 -14.3544 -1.1490 0.0 -0.3 0.2
H -1.8606 -14.3125 -0.3315 0.2 0.2 -0.2
H -0.4665 -14.4781 0.6311 0.8 0.0 0.8
C 0.8931 2.4465 -4.3242 0.0 -0.7 1.4
C 2.2969 2.0542 -4.7330 0.0 0.3 -1.1
N 2.7464 3.1668 -5.6219 -0.9 0.0 -1.7
C 2.0986 3.5148 -6.8458 0.1 -1.9 0.7
C 2.7640 4.5684 -7.3399 -1.8 0.2 -1.9
N 3.6888 4.9110 -6.4688 3.0 1.8 1.4
C 3.6816 4.0669 -5.4410 -0.1 0.2 -0.1
C 4.5630 6.1144 -6.6068 -1.0 0.6 0.5
H 1.0302 3.1395 -3.4823 -0.6 0.0 -0.2
H 0.3541 1.5631 -3.9613 0.2 0.3 0.1
H 0.2928 2.8689 -5.1231 0.2 0.2 -0.1
H 2.3150 1.1461 -5.3363 0.0 0.1 -0.1
H 3.0212 1.8827 -3.9290 -0.5 0.4 0.0
H 1.3254 2.8894 -7.2973 0.3 0.4 0.4
H 2.5883 5.1607 -8.2299 0.0 -0.3 0.1
H 4.2769 4.1698 -4.5800 0.7 0.0 0.7
H 5.1851 6.2787 -5.7466 -0.1 -0.3 0.8
H 3.9268 7.0052 -6.7384 0.2 -0.5 0.1
H 5.2754 6.0920 -7.3947 0.2 -0.7 -1.1
C -0.7751 0.5665 7.1126 0.7 -0.6 0.6
C -2.1090 0.9446 6.5721 -0.7 0.2 -1.3
N -3.1503 -0.0820 6.8194 -1.3 0.0 4.3
C -3.7332 -0.3199 8.1357 -0.6 -0.1 -1.5
C -4.6439 -1.3423 8.0282 0.7 0.1 -0.6
N -4.5505 -1.8068 6.7085 1.0 1.0 0.3
C -3.6731 -0.9872 6.0469 -0.4 -1.7 -1.2
C -5.2375 -3.0287 6.2267 -0.5 0.4 -0.5
H -0.6323 0.6005 8.1740 -0.7 -0.1 0.9
H -0.0557 1.2935 6.8234 0.6 0.6 -0.8
H -0.4384 -0.4234 6.8122 -0.1 0.0 -0.3
H -2.0423 1.0194 5.4782 0.0 -0.1 0.2
H -2.4464 1.9492 6.8910 -0.1 -0.8 0.2
H -3.5565 0.3233 8.9670 0.3 0.3 0.2
H -5.3844 -1.8127 8.7214 1.1 0.7 -0.6
H -3.3131 -1.0487 5.0176 -0.6 -0.5 0.3
H -5.6117 -3.6689 7.0361 0.7 0.4 0.1
H -4.5749 -3.6082 5.5706 -0.3 0.3 0.2
H -6.1498 -2.6964 5.7247 0.3 -0.2 -0.4
C -7.0723 6.3756 2.2232 0.8 1.6 -0.2
C -7.0957 4.9036 2.1789 -1.2 -2.0 -0.3
N -5.8434 4.2955 1.6792 0.9 -1.1 2.4
C -4.9199 3.6783 2.5642 -0.4 0.4 -1.4
C -3.9282 3.2184 1.7467 0.8 -0.2 1.4
N -4.2185 3.4954 0.4486 -0.5 0.2 -0.4
C -5.4057 4.1233 0.4602 -0.5 0.4 -1.4
C -3.2791 3.1594 -0.6797 -0.6 0.4 0.1
H -8.0087 6.7844 2.5256 -1.0 0.0 0.1
H -6.9130 6.6906 1.1985 0.1 0.5 -0.2
H -6.3661 6.9236 2.8779 0.1 -0.9 -0.3
H -7.8961 4.5606 1.4624 0.6 0.4 0.8
H -7.3097 4.3999 3.1447 0.2 0.4 -0.6
H -5.1323 3.5837 3.6298 0.3 0.2 -0.6
H -2.9881 2.7264 1.9485 0.0 -0.3 0.1
H -6.0321 4.4271 -0.3670 0.5 0.0 -0.3
H -2.3715 3.7557 -0.5279 -0.3 -0.1 -0.2
H -3.7679 3.3828 -1.6451 0.2 0.0 0.6
H -3.0020 2.1030 -0.6182 -0.3 0.3 0.1
C 1.6511 -2.4379 -4.7226 -1.0 -0.8 -1.3
C 2.5387 -2.6142 -3.5776 2.1 0.6 1.4
N 3.9425 -2.8287 -4.0545 1.3 1.8 0.2
C 4.9358 -1.8406 -4.1139 0.2 -0.2 0.4
C 6.1147 -2.4353 -4.4794 -0.9 -0.2 -1.3
N 5.8125 -3.7774 -4.7788 -0.6 1.1 1.2
C 4.5146 -3.9261 -4.4378 0.6 -3.2 -0.7
C 6.8008 -4.8201 -5.1979 -0.6 1.0 0.3
H 0.6373 -2.3270 -4.3293 0.1 0.0 -0.2
H 1.7271 -3.3673 -5.3543 -0.3 1.1 0.2
H 1.9152 -1.5399 -5.2954 -0.1 -0.3 0.0
H 2.3425 -3.4634 -2.9328 -0.4 -0.1 0.0
H 2.6345 -1.7131 -2.9499 -0.5 -0.3 -0.1
H 4.7234 -0.8172 -3.8224 0.0 -0.3 -0.1
H 7.0585 -1.9921 -4.7929 -0.3 -0.2 0.4
H 4.0308 -4.9127 -4.4064 0.2 0.6 -0.2
H 6.6821 -5.7044 -4.6106 0.0 -0.4 0.7
H 7.7753 -4.3642 -5.0400 0.0 -0.3 -0.2
H 6.6229 -5.1151 -6.2155 0.1 0.3 -0.6
C 2.7732 6.7877 -0.9083 0.3 -1.1 0.5
C 2.0361 7.8052 -0.1114 -0.2 1.4 0.7
N 1.0494 7.2802 0.8568 -0.2 -2.6 0.5
C 0.5747 5.9320 1.0472 0.8 1.3 -1.6
C -0.4632 5.9789 1.8929 0.5 1.7 0.6
N -0.5823 7.3412 2.2957 -0.5 -2.1 0.6
C 0.3457 8.0087 1.6795 0.3 2.1 -0.4
C -1.3390 7.8919 3.4308 0.5 0.1 -0.4
H 3.1306 7.3451 -1.7651 0.2 -0.4 -0.3
H 2.0467 6.0175 -1.1847 0.4 0.0 -0.6
H 3.6375 6.2904 -0.3759 -1.0 0.7 -0.5
H 1.4498 8.4956 -0.7359 0.3 -0.4 -0.1
H 2.7546 8.4384 0.4209 -0.3 -0.1 0.2
H 0.9762 5.1417 0.4363 -0.1 -0.2 0.3
H -1.0294 5.1955 2.3212 -0.5 -0.5 0.2
H 0.4795 9.0688 1.8007 0.1 0.2 0.0
H -2.3767 7.6054 3.3645 -0.2 -0.2 0.1
H -1.2583 8.9665 3.3365 -0.2 0.2 0.1
H -0.8556 7.6043 4.3633 -0.3 -0.2 0.0
C 6.4451 -0.6236 1.5285 -0.8 -1.2 -0.9
C 6.3810 0.9174 1.7250 1.0 -2.4 0.8
N 6.6011 1.1582 3.1430 1.2 0.6 0.3
C 7.8107 1.2588 3.8289 -0.8 -0.4 0.1
C 7.4514 1.4498 5.1163 -0.6 0.0 0.2
N 6.0501 1.4891 5.2093 1.9 0.5 1.2
C 5.6137 1.3084 4.0033 -1.3 0.3 -1.6
C 5.3451 1.8742 6.4498 -0.2 0.0 0.0
H 6.7382 -0.9311 0.4949 -0.1 0.5 0.7
H 5.4165 -1.0730 1.6535 1.0 0.5 0.1
H 7.1144 -1.1700 2.2225 -0.2 0.6 -0.3
H 5.3586 1.1778 1.6195 -0.6 0.9 -1.1
H 7.1533 1.4191 1.1418 -0.5 0.3 0.0
H 8.7860 1.1018 3.3843 -0.3 0.1 0.0
H 8.0259 1.5360 5.9952 0.6 0.1 0.7
H 4.6153 1.4020 3.6276 -0.5 -0.1 0.4
H 5.3016 1.0109 7.1326 0.0 0.5 -0.3
H 4.3478 2.2628 6.2193 0.1 -0.4 -0.1
H 5.8682 2.7205 6.9035 0.2 -0.4 0.0
C -4.5116 -1.9227 0.1313 1.1 0.5 0.2
C -4.9895 -0.9893 -0.9546 1.2 0.7 -0.6
N -5.0368 -1.5935 -2.2981 -1.7 -1.5 -2.6
C -6.1104 -2.3114 -2.8781 -0.5 -0.5 1.4
C -5.7789 -2.6902 -4.1471 -0.6 1.8 0.9
N -4.6038 -2.0262 -4.4190 1.6 -1.2 -1.0
C -4.1449 -1.4938 -3.3050 0.4 2.1 1.4
C -3.7938 -2.1989 -5.6858 -0.2 0.6 0.4
H -5.3160 -2.5175 0.5118 -0.4 -0.5 0.2
H -4.1100 -1.2779 0.9388 -0.3 -0.3 -0.3
H -3.6627 -2.5495 -0.1964 -0.5 0.2 0.1
H -4.2398 -0.1981 -1.1434 -0.4 -0.1 0.7
H -5.9501 -0.5362 -0.6733 0.2 -0.2 -0.6
H -7.0444 -2.4814 -2.3036 1.0 0.0 -0.6
H -6.3948 -3.0967 -4.9170 -0.1 -0.4 -0.2
H -3.2797 -0.8298 -3.2115 -0.1 -0.7 -0.2
H -3.3450 -3.1930 -5.7110 -0.5 0.0 -0.2
H -2.9625 -1.4952 -5.7316 -0.1 0.1 0.6
H -4.4174 -1.9208 -6.5420 0.0 -0.6 0.2
```
Positions in Å, forces in eV/Å.

Summary:
2S+1 = 1
Electronic energy = -89432.3120 eV
Charge = +6
M = 1027.42 g mol⁻¹

Entry 2:
A cluster of 11 separate species, C54H91BF6N16O10P in total, computed with the ωB97M-V functional and the def2-TZVPD basis.

The geometry in XYZ format:
```
179
Properties=species:S:1:pos:R:3:forces:R:3
O 2.2806 2.7007 -0.2672 -0.1 -0.3 -0.3
C 1.7924 1.6083 -0.1636 0.3 -0.1 0.8
O 0.5632 1.3210 0.2010 -0.2 0.3 -0.1
B 0.3227 -0.1293 0.1948 0.5 0.3 -0.1
O 1.6531 -0.7206 -0.1355 -0.4 -0.2 0.2
C 2.5433 0.2473 -0.2680 -1.8 0.7 0.0
O 3.6991 0.1200 -0.4193 2.3 -0.4 -0.4
O -0.6761 -0.4371 -0.8369 0.0 0.1 0.0
C -1.7242 -0.9861 -0.2537 0.9 -0.3 0.2
O -2.7056 -1.3458 -0.8119 -1.3 -0.2 -0.6
C -1.3792 -1.2368 1.2265 0.8 0.6 -0.7
O -0.1936 -0.6609 1.4554 0.1 0.2 -0.3
O -1.9982 -1.8792 1.9894 -0.9 -0.5 0.7
C 1.3211 4.2230 -5.3197 0.7 2.3 -0.3
C -0.0264 3.7102 -5.7585 0.2 -0.4 -0.8
N -0.9512 3.4647 -4.6563 -0.4 -0.8 -1.0
C -1.4199 4.3810 -3.7614 1.6 0.6 -0.3
C -2.0405 3.6979 -2.7902 -1.0 0.1 0.4
N -2.1550 2.3981 -3.2252 0.4 -0.5 -0.2
C -1.4802 2.2834 -4.3707 -0.1 -0.3 0.9
C -2.9465 1.4363 -2.4149 -0.6 1.3 -0.8
H 1.2272 5.2572 -4.9574 -0.2 -0.3 0.6
H 1.9567 4.4979 -6.1714 -0.3 -0.7 -0.3
H 1.9720 3.6965 -4.6249 -0.6 -0.6 0.1
H 0.1305 2.7943 -6.3315 -0.4 -0.3 0.3
H -0.5359 4.3757 -6.4558 0.3 0.3 0.1
H -1.0758 5.3947 -3.8770 -0.6 -0.1 0.1
H -2.4177 4.0158 -1.8271 -0.2 0.0 -0.1
H -1.3351 1.3806 -4.9278 -0.1 -0.1 -0.1
H -3.9405 1.8905 -2.4655 0.0 0.0 0.8
H -2.4822 1.5134 -1.4415 -0.5 -0.6 0.3
H -3.1333 0.4576 -2.8379 1.0 -0.2 -0.1
C -0.7365 -4.8125 -6.1210 -0.1 -0.4 0.6
C -0.1431 -4.1805 -4.8582 0.1 0.3 -0.9
N -1.1691 -3.6963 -3.9280 0.0 -0.6 -0.9
C -1.9929 -2.6461 -4.2256 0.4 0.4 -0.6
C -3.0585 -2.7098 -3.3998 0.3 0.0 0.5
N -2.8797 -3.8514 -2.6580 -0.6 0.0 1.0
C -1.7631 -4.4423 -3.0075 0.6 -0.2 0.0
C -3.7368 -4.2815 -1.5486 -0.4 0.0 0.0
H 0.1178 -5.0292 -6.7591 -0.2 -0.4 -0.2
H -1.4470 -4.2094 -6.6859 0.2 0.5 0.2
H -1.2965 -5.7067 -5.8467 0.3 -0.3 -0.2
H 0.4745 -3.3551 -5.2164 -0.1 0.3 0.6
H 0.5189 -4.8598 -4.3297 -0.1 -0.2 0.1
H -1.7045 -2.0556 -5.0783 -0.3 0.4 0.2
H -3.7875 -1.9951 -3.0723 -0.3 0.0 -0.5
H -1.3717 -5.3753 -2.6414 -0.1 -0.1 0.1
H -3.3905 -5.2495 -1.2029 -0.1 0.0 0.1
H -4.7610 -4.3593 -1.9064 0.0 -0.2 -0.1
H -3.7198 -3.5560 -0.7391 0.3 0.0 0.0
C 0.0373 6.1934 -1.7787 -0.6 1.2 -0.2
C 0.6575 5.3129 -0.7285 0.4 0.1 0.3
N 0.6984 6.0060 0.5716 -0.2 -0.4 -0.4
C -0.2202 6.9018 1.0483 -0.9 -0.7 -0.4
C 0.1248 7.1836 2.3188 0.5 0.9 0.4
N 1.3379 6.5844 2.5273 0.2 -0.7 0.5
C 1.6088 5.7886 1.5071 1.0 0.9 -0.5
C 2.2499 6.8522 3.6367 -0.7 0.4 0.7
H 0.4357 7.2122 -1.7523 0.5 -0.2 0.0
H -1.0274 6.4197 -1.6527 -0.1 -0.6 0.2
H 0.1336 5.8231 -2.7960 0.7 0.0 0.6
H 1.7000 5.1065 -0.9623 0.0 0.0 -0.2
H 0.1877 4.3452 -0.5675 -0.3 0.1 -0.1
H -1.0643 7.1403 0.4292 -0.2 0.2 0.3
H -0.2920 7.7798 3.1109 -0.3 0.2 -0.3
H 2.5694 5.3326 1.3377 -0.1 -0.4 0.1
H 1.7594 6.5606 4.5649 0.2 -0.3 0.0
H 2.3926 7.9267 3.7298 0.2 0.0 -0.3
H 3.1978 6.3499 3.4945 0.0 -0.1 0.0
C 1.1317 0.2926 -3.8093 0.2 -0.7 0.7
C 2.5968 -0.0778 -3.9440 1.0 0.0 -0.2
N 3.4106 0.8324 -4.7893 0.0 -0.2 0.6
C 4.2611 1.8091 -4.3087 -0.1 -0.9 -0.3
C 4.7213 2.4410 -5.4078 0.5 2.2 0.7
N 4.0640 1.9938 -6.5080 -0.3 -1.9 -0.2
C 3.3950 0.9051 -6.1121 -1.7 0.6 0.1
C 4.0868 2.4909 -7.8936 0.2 0.1 0.1
H 0.5323 0.2179 -4.7144 0.3 0.4 -0.3
H 1.0442 1.2393 -3.2751 -0.2 0.2 -0.4
H 0.6904 -0.4579 -3.1450 0.0 0.1 0.1
H 2.7947 -1.0858 -4.3130 -0.3 0.0 0.0
H 3.1010 -0.0115 -2.9790 -0.2 -0.2 0.1
H 4.5281 1.9004 -3.2697 0.0 0.0 0.0
H 5.3916 3.2869 -5.3782 0.0 -0.1 -0.5
H 2.6910 0.3146 -6.6761 0.3 0.0 -0.4
H 3.9807 3.5709 -7.8368 0.6 0.1 -0.2
H 3.2217 2.1640 -8.4666 -0.1 -0.4 0.3
H 4.9862 2.1015 -8.3611 0.1 0.5 -0.2
C -5.8137 -1.2244 2.4717 1.4 0.7 0.4
C -5.1089 -0.5237 1.3065 -0.8 -1.2 -1.3
N -5.9715 0.3654 0.5045 -0.9 0.7 0.8
C -6.2810 1.6636 0.8225 1.8 0.6 0.1
C -6.7653 2.2317 -0.2946 -1.2 0.3 0.6
N -7.0346 1.2125 -1.1761 0.1 1.2 -0.7
C -6.5397 0.1056 -0.6686 0.9 -1.3 0.2
C -7.8012 1.4669 -2.4049 -0.1 0.0 0.4
H -5.3582 -2.2065 2.5973 -0.3 -0.2 0.0
H -6.8918 -1.2651 2.3817 -0.1 -0.1 -0.1
H -5.5102 -0.6806 3.3662 -0.6 0.0 0.2
H -4.8222 -1.2582 0.5480 0.2 -0.1 0.3
H -4.2006 0.0237 1.5470 -0.2 0.2 0.3
H -5.8972 2.1447 1.7058 -0.1 -0.1 0.1
H -6.9953 3.2655 -0.4835 -0.3 -0.1 -0.1
H -6.4961 -0.8950 -1.0630 -0.3 0.1 -0.5
H -7.8114 0.5622 -2.9999 -0.2 0.1 -0.2
H -7.3896 2.3183 -2.9427 0.4 -0.2 -0.1
H -8.7889 1.8013 -2.0937 -0.2 -0.5 -0.2
C 1.4962 2.1118 3.7952 0.1 0.0 -0.2
C 0.1666 2.8128 4.0659 0.1 -0.9 -0.1
N -0.8153 1.9386 4.7054 -0.4 0.6 0.4
C -1.2148 2.0751 6.0302 1.1 -0.7 -0.3
C -1.9481 0.9779 6.3033 -1.7 1.2 1.2
N -2.2549 0.3888 5.1175 1.0 -1.0 -0.1
C -1.4887 0.9217 4.1884 -0.4 0.0 -0.6
C -3.0447 -0.8112 4.9293 -0.5 -0.9 -0.2
H 1.4028 1.0688 3.4856 -0.3 0.1 0.1
H 2.1511 2.1708 4.6631 0.1 -0.1 -0.1
H 1.9667 2.5954 2.9424 0.3 0.3 0.1
H -0.2633 3.1326 3.1226 -0.1 0.6 0.2
H 0.3359 3.5724 4.8216 -0.1 0.6 -0.5
H -0.8970 2.8862 6.6584 0.2 0.0 0.0
H -2.4249 0.7336 7.2397 -0.1 -0.2 -0.1
H -1.5270 0.5551 3.1826 0.4 0.3 -0.2
H -2.7288 -1.5501 5.6605 -0.4 -0.1 0.2
H -2.9052 -1.2657 3.9483 0.4 0.3 0.1
H -4.1100 -0.6022 4.9674 0.0 0.1 0.6
C 0.8817 -1.3908 4.9111 1.0 1.1 -0.5
C 2.1199 -2.2549 4.7746 -0.2 -1.1 0.2
N 2.0273 -3.1790 3.6159 0.0 1.5 0.9
C 1.9863 -2.7741 2.3096 0.0 -0.7 0.1
C 1.8307 -3.9165 1.6002 -0.6 -0.2 -0.5
N 1.7306 -4.9630 2.4851 0.0 0.2 -0.6
C 1.8693 -4.4763 3.7113 0.4 -0.8 0.0
C 1.4379 -6.3453 2.1319 0.1 -0.7 0.6
H 0.9941 -0.8309 5.8395 -0.3 -0.2 0.2
H -0.0681 -1.9072 4.8325 0.0 -0.3 0.2
H 0.9539 -0.6224 4.1335 -0.4 -0.3 0.0
H 2.2293 -2.9032 5.6441 0.1 0.1 0.0
H 3.0484 -1.7025 4.6521 -0.1 0.3 0.1
H 2.0518 -1.7477 2.0193 0.0 0.1 -0.1
H 1.7045 -4.1146 0.5514 0.0 0.2 -0.1
H 2.0388 -5.0601 4.6026 -0.5 0.0 0.1
H 2.2077 -6.9705 2.5797 -0.1 -0.2 0.0
H 1.4213 -6.5345 1.0633 0.2 0.5 -0.1
H 0.4690 -6.6376 2.5313 0.0 0.1 0.1
C 5.7976 -7.0114 2.4789 -0.1 0.0 -1.3
C 5.9907 -6.3417 1.1060 -0.4 0.5 1.1
N 6.0785 -4.8682 1.2494 1.0 0.7 -0.4
C 5.2798 -3.9172 0.6589 -0.5 -1.0 -0.2
C 5.7923 -2.6917 0.9124 -0.7 -0.6 0.5
N 6.8783 -2.9252 1.7224 0.7 1.4 -0.1
C 7.0796 -4.2147 1.8423 -0.5 -1.4 0.5
C 7.6207 -1.8760 2.4232 -0.2 1.0 -0.1
H 5.7760 -8.0697 2.2132 0.0 -0.1 0.6
H 4.8541 -6.7162 2.9329 0.0 0.0 0.1
H 6.6292 -6.7979 3.1431 0.0 -0.1 0.1
H 5.1183 -6.4732 0.4691 0.2 -0.4 -0.1
H 6.9058 -6.7192 0.6560 -0.1 0.1 -0.3
H 4.3830 -4.2769 0.1884 0.0 0.4 -0.4
H 5.3536 -1.7300 0.7070 0.3 0.1 0.0
H 7.8433 -4.7414 2.3923 0.2 0.4 0.1
H 7.2775 -0.9041 2.0672 0.0 -0.2 -0.3
H 8.6850 -1.9086 2.2180 0.1 -0.4 0.3
H 7.3495 -1.8630 3.4758 0.4 -0.4 0.1
C -2.0511 -4.4968 4.0372 0.7 0.6 -0.9
C -3.0115 -4.6203 5.2088 -1.4 -0.3 2.1
O -4.1738 -4.1448 5.1059 0.6 0.7 -1.4
O -2.5888 -5.1647 6.2449 1.0 -0.1 -0.5
H -1.0513 -4.8732 4.2683 0.0 -0.3 0.3
H -1.9088 -3.4359 3.7800 -0.2 -0.2 0.0
H -2.4096 -5.0065 3.1384 -0.2 0.0 0.0
P -3.0372 3.3407 1.6013 1.3 1.6 0.3
F -1.7075 2.3646 1.5604 0.2 0.3 -0.1
F -3.5291 2.5860 0.2418 -0.5 -0.7 0.5
F -3.6138 2.3087 2.6890 -0.8 -0.4 -0.6
F -4.3705 4.2043 1.6137 -0.1 -0.3 -0.2
F -2.4353 4.2528 2.8043 0.2 -0.7 0.0
F -2.2720 4.3965 0.5856 0.0 -0.1 -0.2
```
Positions in Å, forces in eV/Å.

Summary:
Relative energy (zero: lowest compared OMol25 entry of this formula, charge and spin) = 0.0 kJ/mol
2S+1 = 1
Electronic energy = -128025.9407 eV
Charge = +5
M = 1280.20 g mol⁻¹

In eV, the HOMO energy values for the records above are, in order, -15.67 -13.44.
In Eh, the gap between HOMO and LUMO values for the records above are, in order, 0.243 0.141.